[1]
This record from the OMol25 dataset describes a molecular structure, C34H42ClN5O2PPtS2. The level of theory is the ωB97M-V functional and the def2-TZVPD basis.

Output
2S+1: 1
Net charge: +1
ΔE to the lowest compared entry with this formula, charge and spin: 16.8 kcal per mole
Kohn-Sham gap: 7.94 eV

The geometry in XYZ format:
```
88
Properties=species:S:1:pos:R:3:forces:R:3
Pt -0.0221 0.9820 -0.0942 -0.2 0.2 0.2
C 0.3250 2.1589 4.2553 0.0 0.0 0.0
C -0.0754 2.1627 2.8084 0.1 0.2 -0.2
N 0.1468 1.1307 2.0766 -0.4 -0.4 -0.1
N 0.9195 0.1226 2.6763 0.1 -0.1 0.0
C 1.9579 -0.1168 1.9567 0.0 0.1 -0.1
S 2.2540 0.5819 0.3780 0.2 -0.1 0.3
S 3.2464 -1.0344 2.7343 -0.1 0.0 0.0
C 3.6980 -2.2172 1.4428 0.1 0.0 0.1
C 2.9922 -3.5514 1.5243 0.0 0.0 0.0
C 3.6510 -4.6860 1.0526 0.0 0.0 0.0
C 3.0574 -5.9369 1.1220 0.0 0.0 0.0
C 1.7918 -6.0740 1.6774 0.0 0.0 0.0
C 1.1316 -4.9509 2.1544 0.0 0.0 0.0
C 1.7212 -3.6954 2.0704 0.0 0.0 0.0
C -0.5568 3.4015 2.1809 0.0 0.0 0.1
C -1.2336 4.3548 2.9597 0.0 0.0 0.0
C -1.5769 5.5943 2.4725 0.0 0.0 0.0
C -1.1923 5.9385 1.1764 0.0 0.0 0.0
C -0.5403 5.0240 0.3813 0.0 0.0 0.1
C -0.2509 3.7286 0.8441 -0.1 0.0 -0.1
O 0.3008 2.9299 -0.0730 0.3 0.0 0.2
H 1.3972 1.9776 4.3289 0.0 0.0 0.0
H 0.1011 3.1010 4.7410 0.0 0.0 0.0
H -0.1631 1.3368 4.7787 0.0 0.0 0.0
H 3.5327 -1.7258 0.4849 0.0 0.0 -0.1
H 4.7726 -2.3685 1.5473 0.0 0.0 0.0
H 4.6529 -4.5892 0.6486 0.0 0.0 0.0
H 3.5937 -6.8084 0.7687 0.0 0.0 0.0
H 1.3391 -7.0532 1.7656 0.0 0.0 0.0
H 0.1624 -5.0531 2.6280 0.0 0.0 0.0
H 1.2070 -2.8323 2.4774 0.0 0.0 0.0
H -1.5079 4.1000 3.9746 0.0 0.0 0.0
H -2.1111 6.2974 3.0957 0.0 0.0 0.0
H -1.4146 6.9231 0.7855 0.0 0.0 0.0
H -0.2554 5.2663 -0.6342 0.0 0.0 0.0
Cl 0.8656 -0.6438 -4.5444 0.1 -0.1 0.2
C 2.0373 0.3525 -3.7096 -0.1 0.2 -0.1
C 3.3358 0.3321 -4.1997 0.0 0.0 0.0
C 4.2813 1.1938 -3.6690 0.0 0.0 0.0
C 3.9137 2.0925 -2.6769 0.0 0.0 0.0
C 2.6152 2.1033 -2.2018 0.0 -0.1 0.0
C 1.6504 1.2117 -2.6787 0.0 0.0 -0.1
C 0.2540 1.2602 -2.1659 -0.2 -0.4 0.4
H 3.5866 -0.3338 -5.0144 0.0 0.0 0.0
H 5.2917 1.1847 -4.0555 0.0 0.0 0.0
H 4.6397 2.7871 -2.2764 0.0 0.0 0.0
H 2.3276 2.7913 -1.4161 0.0 0.0 0.0
H -0.3656 0.5603 -2.7166 -0.1 0.0 0.0
H -0.1352 2.2728 -2.2264 0.0 0.0 -0.3
C -3.4647 -0.5409 1.3656 0.1 -0.1 0.0
C -3.3875 -0.1961 -0.1214 0.1 0.0 0.0
P -2.3998 1.3025 -0.4303 -0.1 0.2 0.0
C -2.8498 1.8830 -2.1120 0.0 0.0 0.0
C -4.2512 1.5447 -2.6252 0.0 0.0 0.0
C -3.1517 2.5257 0.7031 0.0 0.0 0.0
C -4.6627 2.7355 0.6019 0.0 0.0 0.0
H -4.0139 -1.4717 1.5098 0.0 0.0 0.0
H -3.9925 0.2309 1.9240 0.0 0.0 0.0
H -2.4716 -0.6484 1.8049 0.0 0.0 0.0
H -4.3846 -0.0098 -0.5219 0.0 0.0 0.0
H -2.9504 -1.0107 -0.6983 0.0 0.0 0.0
H -2.1247 1.4794 -2.8149 0.0 0.0 0.0
H -2.6830 2.9644 -2.0951 0.0 0.0 0.0
H -4.3575 0.4737 -2.7975 0.0 0.0 0.0
H -4.4103 2.0425 -3.5815 0.0 0.0 0.0
H -5.0468 1.8588 -1.9542 0.0 0.0 0.0
H -2.6483 3.4763 0.5301 0.0 0.0 0.0
H -2.8728 2.2185 1.7123 0.0 0.0 0.0
H -4.9320 3.2553 -0.3159 0.0 0.0 0.0
H -4.9876 3.3621 1.4327 0.0 0.0 0.0
H -5.2319 1.8068 0.6508 0.0 0.0 0.0
C -1.5793 -3.5692 0.0504 0.0 0.0 0.0
N -0.3291 -3.2611 -0.6410 0.0 0.1 0.1
C 0.3568 -4.2790 -1.2295 0.1 0.0 0.0
C 1.5434 -4.0791 -1.8325 0.0 0.0 0.0
C 2.0328 -2.7437 -1.8194 0.1 0.0 -0.1
N 1.3295 -1.7439 -1.3044 -0.1 0.0 0.0
C 0.1912 -1.9839 -0.6808 0.0 -0.1 0.0
O -0.4802 -1.0727 -0.0882 0.1 0.2 -0.2
N 3.2410 -2.4445 -2.3064 -0.1 0.0 0.0
H -1.4735 -4.5280 0.5528 0.0 0.0 0.0
H -2.4058 -3.6185 -0.6586 0.0 0.0 0.0
H -1.7720 -2.8017 0.7859 0.0 0.1 0.1
H -0.1069 -5.2528 -1.1616 0.0 0.0 0.0
H 2.0959 -4.8939 -2.2732 0.0 0.0 0.0
H 3.7726 -3.1219 -2.8230 0.0 0.0 0.0
H 3.5083 -1.4723 -2.3546 0.0 0.0 0.0
```
Forces are in eV/Å.

***

[2]
This record from the OMol25 dataset describes 12 unconnected molecules or ions with the total composition C21H69N9O15 at a distorted geometry. The level of theory is the ωB97M-V functional and the def2-TZVPD basis.

Output
2S+1: 2
Net charge: +1
Expectation value of S²: 0.7544
Kohn-Sham gap (spin up / spin down): 7.07 / 1.62 eV

The geometry in XYZ format:
```
114
Properties=species:S:1:pos:R:3:forces:R:3
C 2.4445 -5.6180 -0.1245 -3.5 -1.8 3.0
O 1.4419 -6.1748 0.3106 -1.0 -0.5 -0.6
N 3.4070 -6.2355 -0.7008 3.7 -3.0 -3.4
N 2.7407 -4.4148 0.2017 0.7 4.2 0.6
H 3.2179 -7.1329 -1.1238 0.2 0.2 0.1
H 4.2147 -5.7034 -0.9917 -0.1 -0.6 -0.2
H 2.0212 -3.9018 0.6909 0.3 0.5 -0.1
H 3.5169 -4.0108 -0.3026 -0.7 0.7 0.6
C 1.0138 -1.3060 0.2906 2.9 -2.1 -0.7
O 0.9447 -2.1248 1.1473 -1.7 -3.3 4.4
N 1.9664 -1.3692 -0.5678 3.4 -0.4 -3.3
N 0.2495 -0.3280 0.0640 -4.1 4.0 0.1
H 2.6871 -2.0765 -0.5504 -0.3 0.3 0.1
H 2.0413 -0.6031 -1.2217 0.8 -0.4 -0.3
H 0.6468 0.3275 -0.5937 -1.1 0.6 0.5
H -0.4686 -0.1753 0.7576 0.1 0.7 -0.5
C -2.0316 2.4207 -0.8406 -0.8 -4.2 0.6
O -1.4942 2.9784 -1.7005 3.6 3.2 -5.7
N -2.1554 1.1342 -0.7069 0.1 -4.1 -1.3
N -2.4471 3.0104 0.1839 -2.8 5.4 5.6
H -1.7978 0.5985 -1.4849 -0.4 -0.5 0.0
H -2.8391 0.7545 -0.0679 0.4 -0.3 -0.4
H -2.8662 2.5655 0.9880 0.7 0.4 -0.2
H -2.0685 3.9467 0.1836 -0.7 0.3 1.0
C 9.7640 1.5245 0.3717 -1.5 -1.0 -0.1
O 8.4068 1.1686 0.8811 1.7 0.5 -1.4
C 8.0866 -0.2557 0.6626 0.0 1.8 1.7
C 6.5996 -0.3410 0.3897 0.2 -0.5 0.0
N 5.8296 0.3323 1.4477 0.2 -0.2 -0.8
C 4.4152 0.4148 1.1167 -1.6 -0.4 0.7
C 3.5038 0.8381 2.3032 0.9 0.9 -0.7
O 3.7349 2.2239 2.4692 -0.4 -0.2 -0.1
C 3.1251 2.9099 3.5249 1.2 0.9 1.0
H 10.5195 0.8721 0.8095 0.0 -0.1 0.0
H 10.0894 2.5521 0.5342 -0.8 0.1 0.5
H 9.7267 1.3912 -0.7095 0.2 -0.2 -0.1
H 8.2903 -0.5904 1.6797 0.2 -1.2 -0.3
H 8.6973 -0.7030 -0.1215 0.0 0.0 0.1
H 6.2904 -1.3826 0.3033 0.0 -0.2 0.3
H 6.4733 0.0553 -0.6178 -0.5 0.5 -0.2
H 6.1970 1.2696 1.3666 0.0 0.4 0.7
H 3.9482 -0.5385 0.8693 0.7 -0.5 -0.3
H 4.2320 1.0419 0.2442 -0.2 0.3 0.0
H 3.7388 0.2257 3.1738 0.3 0.1 0.3
H 2.4327 0.7334 2.1307 -0.2 -0.5 -0.5
H 3.3317 3.9484 3.2658 -0.3 0.2 0.3
H 3.6515 2.7102 4.4582 0.4 -0.1 0.2
H 2.0874 2.8114 3.8436 -0.5 -0.6 -1.1
C -5.7455 6.3550 0.7536 0.8 -0.2 -0.2
O -5.3699 5.2957 1.6439 -0.1 -0.7 0.7
C -6.3978 4.3769 1.9586 -0.2 0.9 -2.2
C -5.9875 3.2047 2.8014 0.5 2.7 0.5
N -5.0624 2.3093 2.1886 -2.5 -1.4 -0.3
C -4.8491 1.1555 2.9717 3.0 -1.0 0.4
C -3.7946 0.1676 2.3800 0.8 0.4 -1.2
O -3.9682 -0.0325 0.9643 -1.4 -0.7 1.2
C -5.0363 -0.9480 0.6135 -0.2 -0.2 0.6
H -4.7845 6.8323 0.5622 -0.3 0.4 0.1
H -6.4832 7.0534 1.1486 0.1 -0.1 0.4
H -6.0965 6.0140 -0.2204 -0.2 -0.5 0.0
H -6.7411 3.9610 1.0114 -0.2 -0.3 -0.5
H -7.2742 4.9311 2.2947 -0.1 -0.3 0.8
H -6.9130 2.6863 3.0518 0.0 -0.5 0.2
H -5.5077 3.5714 3.7088 -0.1 -0.2 0.4
H -5.2412 2.0845 1.2203 0.6 0.4 -1.1
H -5.7319 0.5373 3.1350 -0.6 0.5 0.0
H -4.4445 1.5812 3.8899 -0.3 -0.7 0.6
H -3.7079 -0.7575 2.9499 -0.7 -0.2 0.0
H -2.7734 0.5453 2.4307 0.0 0.5 0.3
H -5.0032 -1.8934 1.1550 0.9 -0.2 -0.1
H -5.0324 -1.1402 -0.4594 0.1 0.3 0.2
H -6.0095 -0.5988 0.9584 -0.2 0.7 -0.4
C 0.3828 -4.5192 -2.9835 -0.5 -0.3 0.9
O -0.7310 -3.6160 -3.1774 0.6 -1.5 -1.1
C -1.0654 -2.9325 -2.0186 0.6 1.1 0.9
C -2.4328 -2.2905 -2.1004 0.8 -0.2 0.3
N -2.3859 -1.3203 -3.1677 0.1 -1.0 0.2
C -3.5767 -0.5337 -3.2797 -0.3 0.9 -2.7
C -4.6367 -1.0940 -4.2920 -0.2 -0.9 1.4
O -4.1054 -1.5809 -5.5231 -0.9 0.1 1.4
C -3.6768 -0.5803 -6.3982 1.2 0.2 -0.4
H 1.1913 -4.0528 -2.4205 0.1 0.4 -0.2
H 0.7824 -5.0164 -3.8673 -0.4 0.8 -0.5
H 0.0797 -5.3596 -2.3590 -0.3 0.0 0.3
H -0.3877 -2.0820 -1.9448 0.3 0.2 0.2
H -0.9209 -3.5004 -1.0995 -0.2 -0.5 0.0
H -2.5644 -1.7005 -1.1934 -0.3 -0.5 0.5
H -3.1843 -3.0635 -2.2609 -0.5 0.0 0.3
H -2.3235 -1.9558 -3.9502 0.3 0.6 -1.0
H -3.2419 0.3699 -3.7890 -0.1 0.6 0.4
H -3.9712 -0.2395 -2.3071 -0.3 -0.2 -0.1
H -5.4855 -0.4212 -4.4146 0.3 0.7 -0.5
H -5.1397 -1.9194 -3.7883 0.2 -0.7 -0.3
H -3.5845 -1.0307 -7.3865 -0.4 0.1 0.0
H -2.6619 -0.2812 -6.1361 0.2 0.2 0.1
H -4.2741 0.3314 -6.4077 -0.4 -0.2 0.0
O 2.6877 0.9138 -1.9071 0.5 -0.6 -0.6
H 2.0505 1.5889 -1.6736 -0.2 0.9 0.4
H 2.8875 1.0807 -2.8283 0.1 0.0 -0.3
O -0.1023 2.4636 2.5728 -0.5 0.5 0.0
H 0.5688 2.0955 1.9979 0.3 -0.2 -0.2
H -0.6400 1.7130 2.8253 0.2 -0.5 0.1
O 1.1231 2.6709 -0.7780 0.2 -0.2 0.5
H 1.2339 3.5649 -0.4542 0.3 0.2 0.0
H 0.1873 2.5977 -0.9652 -0.6 0.3 -0.5
O 1.8640 -2.4354 3.7774 0.0 -0.3 0.7
H 1.6703 -2.4035 2.8405 -0.1 0.0 -0.7
H 2.0844 -1.5329 4.0078 0.1 0.2 0.0
O -0.3990 -0.5405 3.3227 -0.7 0.8 -0.1
H -0.4331 -1.4623 3.0669 0.4 -0.6 -0.3
H -0.4891 -0.5525 4.2756 0.2 -0.1 0.3
O 4.4293 -2.6941 -1.4400 0.1 0.0 0.1
H 5.1417 -3.3295 -1.3691 0.5 0.0 0.0
H 4.4469 -2.4150 -2.3555 -0.1 0.2 -0.3
```
Forces are in eV/Å.

***

[3]
This record from the OMol25 dataset describes a molecular structure, C13H24Cl2NO4P2Ru at a distorted geometry. The level of theory is the ωB97M-V functional and the def2-TZVPD basis.

Output
2S+1: 6
Net charge: +2
Expectation value of S²: 8.7782
ΔE to the lowest compared entry with this formula, charge and spin: 0.0 kcal per mole
Kohn-Sham gap (spin up / spin down): 6.89 / 3.51 eV

The geometry in XYZ format:
```
47
Properties=species:S:1:pos:R:3:forces:R:3
Ru 0.6466 -0.6301 -0.0623 2.6 -1.5 -0.6
P 1.2430 1.1574 -1.1369 1.9 3.5 -1.9
C -0.3332 2.0624 -1.5157 -0.8 -1.4 -1.1
C -1.4842 1.1173 -1.2682 0.7 0.1 0.8
N -1.2722 0.0128 -0.5003 -1.6 0.9 -0.2
C -2.2979 -0.6652 0.0834 1.6 -0.2 -0.2
C -3.6095 -0.4062 -0.3184 -1.3 0.4 -0.3
C -3.8590 0.6283 -1.2170 -0.5 -0.3 0.2
C -2.7995 1.4145 -1.6654 -0.8 0.4 -0.2
C -1.9133 -1.6739 1.1450 0.0 0.5 -0.2
P -0.2582 -1.2022 1.8377 -1.3 -1.6 3.6
H -2.9515 2.3036 -2.2738 -0.2 -0.3 -0.1
H -4.3976 -1.0309 0.1089 0.1 0.3 -0.3
H -4.8855 0.8300 -1.5406 0.4 0.0 0.1
H -2.6503 -1.7014 1.9573 -0.1 -0.1 -0.3
H -1.8338 -2.6869 0.7183 -0.2 0.1 -0.1
H -0.3842 2.9259 -0.8584 -0.3 0.2 1.0
H -0.3790 2.5337 -2.5224 0.0 -0.5 0.4
H -0.3654 3.3429 1.3530 -0.1 -0.1 0.3
O -1.0024 3.8563 0.8338 0.6 0.3 -0.4
H -0.5182 4.6825 0.6653 -0.5 0.0 0.1
H 1.0501 1.2895 1.7180 0.1 0.1 0.1
O 0.7069 2.0328 2.2357 0.6 0.4 0.0
H 1.4370 2.2833 2.8268 -0.3 0.0 -0.1
C -0.7241 -0.2088 3.2829 -0.2 0.5 -0.1
H -1.6946 -0.5227 3.6819 0.3 -0.1 0.0
H 0.0608 -0.3198 4.0400 -0.2 0.1 -0.1
H -0.7721 0.8436 2.9964 -0.2 -0.3 0.3
C 0.4720 -2.6769 2.5911 0.0 -0.4 -0.2
H 1.1632 -2.3326 3.3750 -0.2 -0.2 -0.3
H -0.3146 -3.3079 3.0260 0.3 0.1 0.0
H 1.0484 -3.2211 1.8296 -0.2 0.0 0.4
C 1.8674 0.7298 -2.7784 -0.1 -0.3 -0.1
H 1.7812 1.5961 -3.4473 0.2 -0.2 0.1
H 2.9131 0.4214 -2.6513 -0.2 0.0 -0.2
H 1.2711 -0.1120 -3.1526 0.3 0.1 -0.1
C 2.4081 2.4669 -0.6095 0.0 0.1 0.2
H 3.4185 2.0506 -0.7084 -0.2 0.1 0.0
H 2.3363 3.3637 -1.2439 0.0 -0.3 0.1
H 2.2489 2.7576 0.4386 0.0 -0.1 -0.4
Cl 0.9354 -5.0097 -2.0030 0.2 0.0 -0.1
C 2.3264 -3.9123 -1.9282 0.1 0.3 0.3
Cl 2.7395 -3.1841 -3.5011 -0.1 -0.3 0.2
C 1.9442 -2.7711 -0.9700 1.5 -1.3 0.3
O 2.5646 -2.5652 0.0886 -1.3 0.2 -1.5
O 0.9252 -2.1122 -1.4107 -0.4 0.7 0.6
H 3.1924 -4.4498 -1.5494 -0.1 0.0 -0.1
```
Forces are in eV/Å.